Entry P
Density functional theory data (the ωB97M-V functional and the def2-TZVPD basis) for 2 unconnected molecules or ions with the total composition C5H7Cl2N.

```
15
C5H7Cl2N the ωB97M-V functional and the def2-TZVPD basis
C -1.5597 2.3080 0.3299
C -1.7856 1.0267 1.0263
C -2.1448 -0.1185 0.4361
Cl -2.1148 -1.6294 1.1806
Cl -2.4497 -0.2144 -1.3168
H -2.3913 2.6487 -0.2481
H -0.8238 2.1363 -0.4516
H -1.1405 3.1446 0.7901
H -1.7590 1.0010 2.1433
C 0.0155 -2.4120 -1.2750
C 0.4102 -1.0208 -1.4692
N 0.7555 0.0324 -1.7749
H -1.0564 -2.3647 -1.2343
H 0.4280 -2.9617 -0.3468
H 0.3863 -2.9598 -2.1502
```

Results
HOMO level ... -9.3 eV
Spin multiplicity ... 1
Structure (SMILES) ... CC=C(Cl)Cl.CC#N
LUMO ... 0.02286 Ha
Charge ... 0
HOMO-LUMO gap ... 9.96 eV

Just the Löwdin charges please, in e? Sure, here they are:
1 C -0.115
2 C -0.242
3 C -1.115
4 Cl 0.674
5 Cl 0.634
6 H 0.071
7 H 0.065
8 H 0.056
9 H 0.119
10 C -0.119
11 C -0.353
12 N 0.135
13 H -0.010
14 H 0.113
15 H 0.086

---

Entry Q
Density functional theory data (the ωB97M-V functional and the def2-TZVPD basis) for C5H7Cl2N in the gas phase.

```
15
C5H7Cl2N the ωB97M-V functional and the def2-TZVPD basis
C 0.8660 -1.1516 0.8230
C -0.0249 -0.4275 -0.1612
Cl -1.3837 -1.3599 -0.9531
C 0.6451 0.1408 -1.3321
Cl 2.0016 1.2070 -0.8728
C -0.7708 0.8689 0.8515
C -1.9412 1.3552 0.2281
N -2.9622 1.5321 -0.2598
H 1.7563 -0.5673 0.9001
H 0.1648 -1.5918 1.5832
H 1.2802 -2.0083 0.2353
H 1.1190 -0.6821 -1.8364
H -0.0172 0.5894 -2.0435
H -0.7481 0.3965 1.8694
H 0.0150 1.6986 0.9684
```

Results
HOMO level ... -10.8 eV
Spin multiplicity ... 1
Structure (SMILES) ... C[C@](Cl)(CCl)CC#N
LUMO ... 0.02118 Ha
Charge ... 0
HOMO-LUMO gap ... 11.40 eV

Just the Löwdin charges please, in e? Sure, here they are:
1 C -0.117
2 C -0.840
3 Cl 0.660
4 C -0.644
5 Cl 0.614
6 C -0.132
7 C -0.316
8 N 0.161
9 H 0.043
10 H 0.109
11 H 0.097
12 H 0.069
13 H 0.072
14 H 0.115
15 H 0.109

---

Which of them is the least stable? Correct choice: entry P.

---

Entry P
Density functional theory data (the ωB97M-V functional and the def2-TZVPD basis) for 2 unconnected molecules or ions with the total composition C2H7N2O.

```
12
C2H7N2O the ωB97M-V functional and the def2-TZVPD basis
C 1.6307 -1.3217 0.1139
O 0.5221 -1.3802 0.9479
H 2.1085 -2.3055 0.0984
H 1.3389 -1.1231 -0.9344
H 2.3208 -0.5292 0.4398
N -0.7202 1.1443 -1.1304
C -1.1424 0.6728 0.1550
N -2.2191 1.2480 0.5723
H 0.2213 1.5026 -1.0317
H -1.3032 1.9120 -1.4706
H -0.1983 -0.6577 0.7969
H -2.5590 0.8377 1.4430
```

Results
HOMO level ... -2.3 eV
Spin multiplicity ... 1
LUMO ... 0.15993 Ha
Charge ... -1
HOMO-LUMO gap ... 6.64 eV

Just the Löwdin charges please, in e? Sure, here they are:
1 C -0.266
2 O -0.246
3 H 0.053
4 H 0.057
5 H 0.056
6 N -0.070
7 C -0.473
8 N -0.092
9 H 0.019
10 H 0.016
11 H -0.013
12 H -0.041

---

Entry Q
Density functional theory data (the ωB97M-V functional and the def2-TZVPD basis) for 2 unconnected molecules or ions with the total composition C2H7N2O.

```
12
C2H7N2O the ωB97M-V functional and the def2-TZVPD basis
C 0.6227 -0.6376 0.7706
C -1.1470 0.5738 -0.4233
N 1.9651 -1.8291 -1.7434
N -0.6924 -0.4983 0.4345
O 2.3380 -1.3586 -2.9262
H 1.0006 -0.0052 1.6972
H 0.7128 -1.6966 1.1258
H 1.1658 -0.2715 -0.0954
H -0.9633 0.3640 -1.4721
H -2.2814 0.6569 -0.2237
H -0.4236 1.5152 -0.1528
H 1.4558 -2.6885 -2.0000
```

Results
HOMO level (spin up / spin down) ... -1.5 / -0.9 eV
Spin multiplicity ... 1
LUMO (spin up / spin down) ... 0.15084 / 0.13110 Ha
Charge ... -1
HOMO-LUMO gap (spin up / spin down) ... 5.61 / 4.50 eV

Just the Löwdin charges please, in e? Sure, here they are:
1 C -0.262
2 C -0.186
3 N -0.293
4 N -0.144
5 O -0.501
6 H 0.103
7 H 0.076
8 H 0.036
9 H 0.059
10 H 0.076
11 H 0.110
12 H -0.074

---

Which of them is the least stable? Correct choice: entry Q.

---

Entry P
Density functional theory data (the ωB97M-V functional and the def2-TZVPD basis) for 15 unconnected molecules or ions with the total composition C4H28BO22.

```
55
C4H28BO22 the ωB97M-V functional and the def2-TZVPD basis
O -0.9195 1.2655 -2.3244
C -0.5898 0.9423 -1.2187
O -0.0163 -0.1982 -0.8766
B 0.2918 -0.1802 0.5491
O -0.3427 1.0515 1.0807
C -0.7672 1.7795 0.0625
O -1.1411 2.9174 0.1293
O 1.7578 -0.1653 0.7981
C 2.0466 -1.0435 1.7447
O 3.0856 -1.1282 2.3358
C 0.7784 -1.8556 2.0423
O -0.2010 -1.3303 1.3322
O 0.6748 -2.7633 2.8224
O -0.8623 -4.6865 1.0850
H -0.4906 -5.4499 1.5354
H -0.6370 -3.9336 1.6454
O -0.5996 5.3606 1.3917
H -0.6265 6.2345 0.9933
H -0.7434 4.7494 0.6560
O 0.7168 -2.8692 -2.3476
H 1.4807 -3.4076 -2.5707
H 1.0029 -2.3219 -1.6113
O 1.1268 3.5264 3.4354
H 0.4672 3.5644 2.7334
H 1.9706 3.5605 2.9781
O -3.2820 0.2666 2.1883
H -3.9603 0.0571 1.5399
H -2.4528 0.0168 1.7680
O 3.6231 -0.4422 -1.5437
H 3.0507 0.0808 -0.9710
H 4.0998 0.2014 -2.0742
O -0.0259 0.0571 -4.7778
H 0.8432 0.1349 -5.1801
H -0.1520 0.8826 -4.2939
O -3.4714 0.4426 -3.1091
H -3.6887 0.2075 -2.2040
H -2.6149 0.8879 -3.0573
O 3.1545 -3.5000 4.3976
H 2.2303 -3.5609 4.1317
H 3.3840 -2.5870 4.1990
O -0.2277 -5.2635 4.5052
H 0.5231 -5.3469 3.9105
H -0.8653 -4.7346 4.0153
O 5.0092 1.0549 1.8010
H 4.5182 0.2403 1.9817
H 4.3244 1.7105 1.6478
O -2.1590 2.7485 -4.8345
H -2.5077 3.6291 -4.9988
H -1.2318 2.8921 -4.6265
O -3.7016 4.3071 -1.0171
H -4.4349 3.9611 -0.5020
H -2.9198 3.8961 -0.6309
O -1.8157 -2.2007 -3.5847
H -0.9138 -2.3965 -3.2918
H -1.7982 -1.2614 -3.7898
```

Results
HOMO level ... -7.7 eV
Spin multiplicity ... 1
LUMO ... 0.06009 Ha
Charge ... -1
HOMO-LUMO gap ... 9.31 eV

Just the Löwdin charges please, in e? Sure, here they are:
1 O 0.134
2 C -0.326
3 O 0.261
4 B -0.863
5 O 0.238
6 C -0.340
7 O 0.138
8 O 0.214
9 C -0.341
10 O 0.162
11 C -0.346
12 O 0.249
13 O 0.139
14 O -0.046
15 H 0.025
16 H -0.011
17 O -0.056
18 H 0.035
19 H -0.004
20 O -0.028
21 H 0.053
22 H 0.027
23 O -0.056
24 H 0.005
25 H 0.023
26 O -0.039
27 H 0.034
28 H 0.007
29 O -0.046
30 H 0.008
31 H 0.034
32 O -0.038
33 H 0.038
34 H -0.001
35 O -0.051
36 H 0.030
37 H -0.019
38 O -0.066
39 H -0.008
40 H 0.012
41 O -0.053
42 H 0.020
43 H 0.024
44 O -0.065
45 H -0.003
46 H 0.019
47 O -0.040
48 H 0.039
49 H 0.021
50 O -0.058
51 H 0.032
52 H -0.006
53 O -0.080
54 H -0.019
55 H -0.016

---

Entry Q
Density functional theory data (the ωB97M-V functional and the def2-TZVPD basis) for 15 unconnected molecules or ions with the total composition C4H28BO22.

```
55
C4H28BO22 the ωB97M-V functional and the def2-TZVPD basis
O 11.7213 -16.1729 -4.8972
C 12.3724 -15.1731 -5.2552
O 12.6670 -14.9225 -6.4506
B 13.4750 -13.6840 -6.6121
O 13.5609 -13.1410 -5.2372
C 12.9265 -14.0530 -4.3739
O 12.8866 -14.1514 -3.1647
O 12.8667 -12.7632 -7.5315
C 13.5403 -12.5774 -8.6794
O 13.1725 -11.9169 -9.6288
C 14.8640 -13.3391 -8.4948
O 14.7756 -13.9711 -7.2494
O 15.8449 -13.3986 -9.2739
O 15.5432 -9.5634 -10.2404
H 15.4344 -10.3747 -10.7365
H 15.6397 -9.8488 -9.3318
O 11.7784 -17.2225 -8.1678
H 11.8626 -16.6894 -8.9583
H 11.9674 -16.6185 -7.4497
O 18.2131 -15.0159 -9.3687
H 18.3922 -14.5726 -10.1980
H 17.3293 -14.7345 -9.1322
O 15.7996 -11.3199 -4.3850
H 15.7015 -11.3640 -3.4338
H 14.9420 -11.0363 -4.7018
O 9.6632 -14.5691 -8.2516
H 10.2158 -15.2002 -8.7127
H 10.0568 -14.4955 -7.3822
O 13.1753 -18.0514 -3.1731
H 13.2219 -19.0072 -3.1951
H 12.3873 -17.8380 -3.6728
O 12.1332 -11.3854 -12.7081
H 12.2244 -10.4366 -12.6216
H 12.6725 -11.7437 -12.0031
O 13.4592 -9.7679 -4.6149
H 12.8060 -10.3519 -5.0003
H 12.9780 -9.2748 -3.9504
O 12.0593 -19.0050 -6.0203
H 12.8801 -19.3848 -6.3338
H 11.8214 -18.3626 -6.6888
O 12.0497 -15.3080 -10.1240
H 12.1288 -15.8733 -10.8924
H 11.9437 -14.4274 -10.4838
O 14.0812 -13.8705 -0.5851
H 13.3084 -13.3060 -0.5662
H 13.7731 -14.6861 -0.9802
O 10.6714 -15.8686 -1.8268
H 11.1463 -15.8116 -2.6560
H 10.2439 -15.0170 -1.7361
O 15.9534 -14.2473 -2.9245
H 15.0215 -14.2169 -3.1408
H 16.1669 -13.3535 -2.6566
O 11.0739 -10.9915 -5.2804
H 10.6598 -11.5169 -5.9650
H 10.3991 -10.8990 -4.6078
```

Results
HOMO level ... -8.0 eV
Spin multiplicity ... 1
LUMO ... 0.06536 Ha
Charge ... -1
HOMO-LUMO gap ... 9.83 eV

Just the Löwdin charges please, in e? Sure, here they are:
1 O 0.107
2 C -0.380
3 O 0.232
4 B -0.903
5 O 0.204
6 C -0.266
7 O 0.135
8 O 0.228
9 C -0.342
10 O 0.134
11 C -0.234
12 O 0.220
13 O 0.095
14 O -0.055
15 H 0.019
16 H 0.028
17 O -0.042
18 H -0.010
19 H 0.011
20 O -0.065
21 H 0.021
22 H -0.016
23 O -0.055
24 H 0.020
25 H -0.022
26 O -0.042
27 H -0.006
28 H 0.019
29 O -0.057
30 H 0.023
31 H -0.013
32 O -0.057
33 H 0.031
34 H -0.003
35 O -0.046
36 H -0.010
37 H 0.043
38 O -0.053
39 H 0.036
40 H -0.024
41 O -0.020
42 H 0.067
43 H 0.060
44 O -0.058
45 H 0.023
46 H 0.021
47 O -0.053
48 H -0.017
49 H 0.023
50 O -0.040
51 H -0.016
52 H 0.017
53 O -0.021
54 H 0.055
55 H 0.056

---

Which of them is the least stable? Correct choice: entry Q.